# 1
{
  "formula": "C16H20F16NO2",
  "method": "ωB97M-V/def2-TZVPD",
  "e_above_lowest_kj_mol": 41.6,
  "gap_ev": 8.1,
  "charge": 1,
  "spin_multiplicity": 1,
  "species": ["F", "F", "F", "F", "F", "F", "F", "F", "F", "F", "F", "F", "F", "F", "F", "F", "O", "O", "N", "C", "C", "C", "C", "C", "C", "C", "C", "C", "C", "C", "C", "C", "C", "C", "C", "H", "H", "H", "H", "H", "H", "H", "H", "H", "H", "H", "H", "H", "H", "H", "H", "H", "H", "H", "H"],
  "xyz": [[2.632, -1.422, 4.806], [5.200, 2.477, 5.852], [5.366, -1.260, 4.596], [-0.820, 1.036, 2.080], [-3.448, 1.641, -1.722], [-3.013, 1.329, 0.384], [1.197, 0.289, 2.360], [7.360, 2.659, 5.897], [0.742, 0.411, -0.337], [0.713, -1.617, 0.350], [-2.392, 3.824, -0.478], [4.436, -1.002, 2.678], [3.237, 0.486, 5.640], [-0.555, 2.788, -0.044], [5.541, -0.121, 7.087], [6.313, 1.579, 8.163], [-1.213, -0.684, -0.151], [5.262, 0.782, 3.668], [-5.712, -2.067, -4.057], [-2.632, -0.904, -5.484], [-4.920, 0.072, -4.810], [-2.426, 1.486, -0.818], [0.050, -0.452, 0.421], [-4.192, -1.015, -5.703], [-1.716, 0.162, -1.197], [3.195, -0.227, 4.502], [-4.940, -2.325, -5.301], [-5.684, -0.798, -3.780], [-1.611, 2.788, -0.863], [-0.033, -0.036, 1.897], [4.588, -0.427, 3.888], [6.459, 1.111, 4.400], [6.468, 0.846, 7.034], [-2.043, -1.946, -4.457], [6.342, 1.757, 5.804], [7.170, 0.284, 4.394], [-1.259, 2.992, -1.878], [7.455, 0.377, 7.071], [-2.691, -2.133, -3.572], [-2.123, -0.982, -6.472], [-0.431, -0.848, 2.508], [-4.289, 0.845, -4.330], [-6.201, -2.745, -3.476], [-2.394, 0.112, -5.077], [-6.187, -0.395, -2.874], [-4.343, -0.967, -6.801], [-1.084, -1.514, -4.079], [6.921, 1.880, 3.777], [-5.689, 0.546, -5.472], [-5.588, -2.730, -6.119], [-2.492, -0.452, -1.660], [2.538, 0.295, 3.809], [-1.797, -2.895, -4.987], [-4.293, -3.206, -5.080], [-0.974, 0.312, -1.984]],
  "forces_ev_per_a": [[0.2, -0.2, -0.2], [-0.1, -0.1, 0.2], [-0.2, -0.2, 0.4], [-0.1, 0.2, -0.4], [0.1, 0.1, -0.4], [0.1, 0.2, 0.0], [-0.1, -0.1, -0.6], [0.3, -0.3, 0.1], [0.1, 0.4, 0.2], [-0.1, -0.1, 0.4], [-0.3, -0.2, -0.1], [-0.4, 0.0, -0.1], [0.4, 0.1, 0.2], [0.2, -0.5, 0.2], [-0.4, -0.2, -0.5], [0.1, 0.3, -0.2], [0.1, 1.0, 0.3], [-0.5, -0.3, 1.0], [0.6, 2.7, -0.6], [0.0, -0.5, 0.8], [-1.3, -1.4, -0.5], [0.1, -0.7, 0.9], [-0.5, -0.3, -1.3], [0.4, 0.1, 0.5], [0.2, -0.6, -0.2], [-0.6, 0.3, 0.1], [0.7, -2.3, -0.6], [0.0, 0.4, 0.0], [0.0, 0.8, -0.3], [-0.2, -0.1, 0.7], [1.5, 0.7, -0.3], [0.2, -0.1, -0.6], [0.4, 0.0, 0.6], [0.6, 0.5, -0.7], [-0.8, 0.1, -0.6], [-0.2, -0.1, 0.2], [-0.1, -0.2, -0.1], [0.1, 0.1, -0.2], [0.3, 0.1, -0.6], [-0.3, -0.1, 0.8], [0.1, -0.2, -0.2], [-0.4, -0.5, -0.3], [0.2, 0.0, -0.3], [-0.4, -0.7, -0.6], [0.4, -0.4, -0.7], [-0.3, 0.7, 0.8], [-0.7, -0.6, -0.2], [-0.2, 0.1, 0.1], [0.4, 0.0, 0.9], [0.1, 0.7, 0.8], [-0.1, 0.1, 0.2], [0.4, -0.1, 0.0], [-0.3, 0.6, 0.7], [-0.1, 0.8, -0.1], [0.2, 0.2, 0.2]],
  "nbo_charge": [-0.327, -0.311, -0.317, -0.313, -0.349, -0.302, -0.325, -0.325, -0.314, -0.308, -0.316, -0.320, -0.315, -0.309, -0.319, -0.321, -0.516, -0.516, -0.421, -0.398, -0.488, 0.596, 0.849, -0.232, -0.126, 0.489, -0.252, 0.302, 0.520, 0.503, 0.850, -0.135, 0.519, -0.633, 0.597, 0.208, 0.140, 0.142, 0.193, 0.235, 0.162, 0.278, 0.459, 0.209, 0.253, 0.252, 0.235, 0.231, 0.284, 0.248, 0.205, 0.166, 0.229, 0.244, 0.208]
}

# 2
{
  "formula": "C69H89GeN3O3SeSiW",
  "method": "ωB97M-V/def2-TZVPD",
  "s2": 2.087,
  "gap_ev": [4.1, 5.9],
  "charge": -2,
  "spin_multiplicity": 3,
  "species": ["W", "Se", "Ge", "Si", "O", "O", "O", "N", "N", "N", "C", "C", "C", "C", "C", "C", "C", "C", "C", "C", "C", "C", "C", "C", "C", "C", "C", "C", "C", "C", "C", "C", "C", "C", "C", "C", "C", "C", "C", "C", "C", "C", "C", "C", "C", "C", "C", "C", "C", "C", "C", "C", "C", "C", "C", "C", "C", "C", "C", "C", "C", "C", "C", "C", "C", "C", "C", "C", "C", "C", "C", "C", "C", "C", "C", "C", "C", "C", "C", "H", "H", "H", "H", "H", "H", "H", "H", "H", "H", "H", "H", "H", "H", "H", "H", "H", "H", "H", "H", "H", "H", "H", "H", "H", "H", "H", "H", "H", "H", "H", "H", "H", "H", "H", "H", "H", "H", "H", "H", "H", "H", "H", "H", "H", "H", "H", "H", "H", "H", "H", "H", "H", "H", "H", "H", "H", "H", "H", "H", "H", "H", "H", "H", "H", "H", "H", "H", "H", "H", "H", "H", "H", "H", "H", "H", "H", "H", "H", "H", "H", "H", "H", "H", "H", "H", "H", "H", "H"],
  "xyz": [[-0.280, -0.091, -0.077], [1.730, 0.234, 1.430], [-1.388, -2.668, -2.653], [-0.893, -1.706, 1.872], [1.368, 0.306, -1.462], [-1.189, 1.439, 1.161], [-4.210, 1.858, -6.431], [-3.264, 1.409, -4.415], [-1.206, 1.223, -1.385], [-4.862, 3.101, -4.663], [-3.198, -2.127, -3.415], [-4.637, -1.623, -5.296], [0.505, 2.761, 4.732], [-0.698, -1.557, -1.283], [-7.304, 3.567, 0.464], [0.336, -1.588, -6.396], [3.287, 0.134, -3.874], [-5.981, 2.263, -1.235], [1.171, 1.918, 3.853], [0.816, -2.770, -6.931], [-0.278, -1.596, -5.157], [2.526, 3.711, 5.868], [6.858, -0.746, -0.428], [-6.798, 4.416, -1.851], [3.132, -0.238, -0.042], [0.315, 3.997, 6.953], [-0.693, 1.926, 2.281], [-1.327, 2.894, 3.103], [-3.145, 4.628, 3.608], [-6.686, 3.409, -0.894], [-0.754, -1.099, 3.739], [-0.586, -5.442, -2.040], [2.646, 0.020, -1.340], [-0.768, 2.531, -1.327], [0.676, -3.950, -6.221], [-3.595, -0.976, 1.501], [1.864, 0.626, -4.120], [-3.110, -3.329, 0.891], [-0.738, -6.759, -1.653], [-6.186, 4.296, -3.079], [3.595, -0.049, -2.388], [-0.347, -4.405, 3.011], [-0.728, 3.244, 4.311], [0.569, 1.487, 2.702], [-2.536, 1.886, -3.306], [-2.346, 4.260, 1.297], [-2.083, 0.967, -2.395], [1.322, 1.732, 6.833], [1.634, -3.023, 2.492], [7.004, -2.058, 0.355], [3.453, -1.227, -4.568], [-1.685, -4.623, -2.264], [4.919, -0.343, -2.059], [-2.178, 3.245, -3.156], [-5.685, -1.323, -4.442], [0.078, -3.941, -4.973], [-2.947, -5.179, -2.110], [-5.490, -1.424, -3.074], [-3.708, 2.520, 2.419], [-3.421, -2.040, -4.783], [1.150, 3.060, 6.079], [-4.257, -1.806, -2.574], [7.347, 0.439, 0.419], [-5.388, 2.115, -2.473], [-0.400, -2.764, -4.414], [-1.259, 3.521, -2.134], [-2.615, 3.567, 2.638], [4.245, 1.158, -4.511], [4.457, -0.433, 0.257], [-3.114, -6.501, -1.737], [-4.106, 2.093, -5.234], [7.755, -0.840, -1.665], [0.222, -3.376, 2.031], [-2.826, -2.232, 1.911], [-2.005, -7.292, -1.485], [5.393, -0.518, -0.768], [-5.448, 3.157, -3.404], [-3.358, -2.683, 3.272], [0.355, -4.024, 0.658], [3.007, 3.908, 6.828], [0.213, -0.640, 3.917], [-3.480, -0.222, 2.275], [-3.386, 4.205, 4.581], [-3.190, -0.570, 0.560], [-4.059, 5.056, 3.193], [-1.262, -4.845, 2.622], [0.178, 4.958, 6.461], [-6.305, -1.200, -2.396], [1.672, 0.690, -5.190], [-3.926, 1.985, 3.343], [2.164, 1.533, 4.052], [-0.660, 3.562, 7.162], [-0.898, 4.533, -2.005], [1.299, -2.773, -7.899], [6.753, 0.538, 1.323], [-2.123, 3.520, 0.536], [7.706, 0.078, -2.246], [-5.279, 3.712, -5.353], [8.790, -0.993, -1.355], [-7.371, 5.307, -1.627], [3.963, 1.338, -5.548], [-2.834, -3.571, 3.610], [-2.388, -0.066, -2.484], [-1.247, 3.942, 4.946], [-8.312, 3.977, 0.390], [-2.954, 0.519, -4.788], [-3.369, 1.813, 1.668], [0.350, 1.268, 6.987], [6.416, -2.035, 1.269], [1.151, -0.056, -3.672], [4.726, -0.546, 1.301], [-4.621, 2.996, 2.064], [3.176, 3.069, 5.280], [-2.538, 4.011, -3.820], [-4.662, -1.182, 1.376], [-4.902, 1.188, -2.716], [-6.279, 5.087, -3.812], [7.457, -1.678, -2.292], [-4.100, -1.854, -1.505], [-0.028, -4.870, -4.428], [1.934, 1.042, 6.260], [-2.621, -2.302, -5.461], [-2.662, -3.070, -0.069], [1.033, -4.883, -6.643], [5.280, 0.823, -4.505], [0.825, 4.166, 7.903], [-1.499, 4.938, 1.383], [-6.641, -1.008, -4.842], [-3.232, -1.905, 4.022], [0.435, -0.663, -6.950], [8.395, 0.325, 0.700], [0.720, -3.289, -0.065], [-0.683, -0.677, -4.754], [-2.425, 5.433, 3.735], [0.134, -7.369, -1.460], [7.244, 1.360, -0.153], [-0.878, -1.893, 4.471], [1.050, -4.867, 0.678], [1.790, 1.893, 7.805], [-5.893, 1.458, -0.519], [-0.565, -3.951, 3.974], [4.191, 2.102, -3.972], [-3.220, 4.826, 0.977], [-4.764, -1.532, -6.367], [2.412, 4.653, 5.334], [8.049, -2.240, 0.614], [1.708, 1.608, -3.681], [-3.817, -4.554, -2.266], [0.007, 2.749, -0.594], [-4.424, -2.918, 3.207], [2.117, -2.377, 1.760], [-0.608, -4.386, 0.311], [0.405, -5.024, -2.147], [-2.684, -4.276, 1.210], [4.460, -1.616, -4.432], [6.648, -2.888, -0.253], [3.258, -1.144, -5.637], [1.624, -2.511, 3.449], [-1.501, -0.334, 3.945], [-4.109, -6.920, -1.646], [0.368, -5.214, 3.177], [5.619, -0.422, -2.874], [2.751, -1.944, -4.150], [-7.347, 2.608, 0.977], [-4.184, -3.477, 0.740], [-2.130, -8.312, -1.142], [2.238, -3.928, 2.591], [-6.706, 4.251, 1.071]],
  "forces_ev_per_a": [[0.0, -2.1, -4.1], [0.6, -0.6, 0.3], [-0.6, -0.8, -1.1], [-0.3, -0.9, 1.7], [-0.6, -0.1, 0.3], [-0.1, -0.3, -0.5], [0.0, -0.1, 0.0], [-0.1, -0.4, -0.2], [-0.1, 0.8, 0.1], [0.0, 0.3, -0.4], [0.6, 0.0, 0.4], [-0.2, 0.0, -0.2], [0.0, 0.0, 0.0], [0.3, 2.4, 2.8], [0.1, 0.1, 0.0], [0.0, 0.1, -0.2], [-0.1, 0.0, -0.2], [-0.1, 0.2, 0.0], [0.1, -0.3, -0.2], [0.1, -0.1, -0.2], [0.0, 0.1, 0.1], [-0.2, -0.1, 0.0], [0.2, 0.0, 0.0], [0.0, -0.2, 0.2], [-0.2, 0.8, 0.1], [0.1, -0.1, -0.2], [0.7, -0.3, 0.5], [-0.2, -0.1, -0.3], [0.1, -0.2, -0.1], [-0.1, 0.1, -0.1], [0.2, 0.2, -0.8], [0.2, 0.1, -0.1], [0.0, -0.2, 0.8], [0.1, 0.4, 0.2], [0.1, -0.1, -0.2], [0.4, 0.0, -0.2], [0.0, 0.0, 0.1], [0.2, 0.1, 0.0], [0.2, -0.3, 0.1], [0.2, -0.1, -0.2], [-0.3, 0.1, 0.0], [-0.2, 0.4, -0.1], [0.1, 0.1, 0.2], [0.1, 0.5, -0.2], [0.6, 0.7, 0.6], [0.0, -0.2, 0.0], [-0.3, -0.7, -0.6], [0.0, 0.2, 0.0], [-0.1, 0.2, -0.2], [0.1, 0.2, -0.1], [0.0, 0.2, 0.0], [0.3, 0.7, 0.2], [0.1, 0.0, 0.3], [-0.2, -0.3, -0.2], [0.0, 0.1, -0.1], [-0.1, -0.2, 0.3], [-0.2, 0.3, -0.1], [-0.2, 0.0, 0.0], [0.1, 0.0, -0.1], [0.3, -0.2, -0.1], [0.1, 0.0, 0.2], [0.1, -0.1, 0.3], [0.0, -0.2, -0.1], [-0.1, 0.2, -0.3], [-0.1, 0.2, 0.7], [0.2, -0.2, 0.1], [-0.2, 0.1, -0.1], [-0.1, -0.2, 0.1], [-0.5, -0.2, 0.2], [-0.1, -0.2, 0.0], [0.0, -0.1, -0.2], [-0.2, 0.0, 0.2], [-0.1, 0.3, -0.5], [0.2, 0.1, -0.4], [-0.1, -0.1, 0.0], [0.1, 0.0, -0.2], [-0.2, -0.2, 0.7], [0.4, 0.2, -0.1], [0.0, 0.2, 0.1], [0.1, 0.0, 0.1], [0.1, 0.0, 0.0], [0.0, 0.2, 0.0], [0.0, 0.0, 0.2], [-0.3, 0.0, 0.2], [-0.1, 0.0, 0.0], [-0.1, -0.1, 0.0], [-0.1, 0.1, 0.0], [0.0, 0.0, 0.1], [0.0, 0.0, -0.2], [0.0, -0.1, 0.1], [0.1, 0.0, 0.2], [-0.2, 0.0, 0.0], [0.1, 0.0, 0.1], [0.0, 0.0, -0.1], [0.0, 0.0, 0.1], [0.0, 0.0, 0.0], [0.0, 0.1, -0.1], [0.1, -0.3, 0.0], [0.1, 0.0, 0.0], [0.0, 0.1, 0.0], [-0.1, 0.0, -0.1], [0.0, -0.2, 0.2], [0.0, 0.2, 0.0], [-0.1, 0.1, 0.1], [0.0, 0.0, 0.1], [-0.1, 0.2, -0.1], [-0.1, -0.1, 0.0], [-0.1, -0.1, 0.0], [0.0, 0.0, 0.1], [-0.1, 0.1, 0.0], [0.1, 0.0, 0.1], [-0.2, 0.1, 0.0], [0.1, -0.1, -0.1], [0.0, 0.1, -0.1], [-0.2, -0.1, 0.0], [0.1, -0.1, 0.0], [0.0, 0.1, 0.0], [0.0, -0.1, -0.2], [-0.1, 0.1, 0.2], [0.0, -0.1, 0.0], [0.1, -0.1, 0.0], [0.0, 0.0, -0.1], [0.0, 0.0, -0.1], [0.0, 0.0, 0.0], [0.1, 0.0, 0.0], [0.0, 0.0, 0.1], [0.1, 0.1, 0.0], [0.0, 0.0, 0.0], [0.0, 0.0, 0.1], [0.0, 0.0, 0.0], [0.1, -0.1, 0.0], [0.0, -0.2, 0.0], [0.0, 0.2, 0.0], [0.1, 0.1, 0.1], [0.1, 0.0, 0.0], [0.0, 0.1, 0.0], [-0.1, -0.3, 0.0], [0.1, -0.2, 0.1], [0.1, 0.0, 0.1], [0.0, -0.1, 0.1], [0.0, 0.0, 0.2], [0.0, 0.1, 0.1], [-0.2, 0.1, -0.1], [0.0, 0.0, 0.0], [0.0, 0.1, -0.1], [0.1, 0.0, 0.1], [-0.1, 0.1, 0.1], [-0.1, 0.0, 0.0], [-0.3, -0.1, -0.1], [-0.2, 0.0, -0.1], [0.1, 0.0, 0.1], [-0.1, -0.1, -0.1], [0.2, 0.0, 0.1], [0.0, -0.2, -0.1], [0.1, -0.1, 0.0], [0.0, -0.1, 0.0], [0.0, 0.0, -0.2], [0.1, 0.1, 0.2], [-0.1, 0.2, 0.1], [0.0, 0.1, 0.1], [0.2, -0.1, 0.0], [0.1, 0.0, -0.1], [-0.1, -0.1, 0.0], [0.0, 0.0, 0.1], [-0.2, 0.0, 0.0], [0.0, -0.1, -0.1], [0.1, -0.3, 0.0], [0.0, 0.0, 0.1]],
  "lowdin_spin": [-0.159, 0.251, 0.050, 0.028, 0.010, 0.012, 0.001, -0.003, 0.184, 0.000, 0.004, 0.001, 0.007, 0.243, 0.000, 0.000, 0.002, 0.000, 0.030, 0.000, 0.003, 0.000, 0.001, 0.000, 0.227, 0.001, 0.038, 0.010, 0.001, 0.001, 0.006, 0.001, 0.030, 0.121, 0.000, 0.003, 0.001, 0.003, 0.000, 0.002, 0.006, 0.001, -0.002, 0.297, 0.033, 0.002, 0.121, 0.000, 0.001, 0.000, 0.000, 0.008, 0.008, 0.229, 0.001, 0.001, 0.001, 0.000, 0.000, 0.000, 0.002, 0.001, 0.000, 0.006, 0.007, 0.043, 0.004, 0.000, 0.033, 0.000, 0.000, 0.001, 0.002, 0.006, 0.000, 0.006, 0.002, 0.002, 0.002, 0.000, 0.001, 0.000, 0.000, 0.002, 0.000, 0.000, 0.000, 0.000, 0.000, 0.000, 0.005, 0.000, -0.002, 0.000, 0.000, 0.002, 0.000, 0.000, 0.000, 0.000, 0.000, 0.000, 0.011, 0.000, 0.000, 0.000, 0.000, 0.000, 0.000, 0.001, 0.003, 0.000, 0.000, 0.019, 0.000, 0.002, 0.000, 0.000, 0.000, 0.000, 0.000, 0.000, 0.003, 0.000, 0.000, 0.000, 0.000, 0.000, 0.000, 0.000, 0.000, 0.001, 0.003, 0.000, 0.000, 0.000, 0.001, 0.000, 0.000, 0.000, 0.000, 0.000, 0.000, 0.000, 0.000, 0.000, 0.001, 0.000, 0.007, 0.000, 0.000, 0.000, 0.000, 0.000, 0.000, 0.000, 0.000, 0.000, 0.000, 0.000, 0.000, 0.001, 0.000, 0.000, 0.000, 0.000, 0.000, 0.000]
}

> The lowest charge belongs to which entry?

C69H89GeN3O3SeSiW